ORCA calculation (wB97M-V/def2-TZVPD) on a molecular structure, C28H27N6OPdS3.

The geometry in XYZ format:
```
66
Properties=species:S:1:pos:R:3:forces:R:3:lowdin_charge:R:1
Pd -0.7630 0.0103 1.2458 0.312 0.040 0.050 0.439
S -0.5495 2.2534 1.3708 -0.049 -0.222 -0.271 0.634
C -0.3365 2.2968 -0.3765 -0.184 -0.202 0.247 -0.781
N 0.3077 3.1839 -1.0010 -0.005 0.020 -0.110 0.051
N 0.3496 3.1715 -2.3443 0.050 0.062 0.160 0.009
C 1.0813 4.1447 -3.0343 -0.003 0.000 -0.036 -0.248
C 1.1344 4.0653 -4.4233 0.009 0.008 -0.003 -0.043
C 1.8494 5.0082 -5.1425 -0.014 -0.021 -0.007 -0.089
C 2.5157 6.0349 -4.4891 0.006 0.009 0.004 -0.098
C 2.4561 6.1067 -3.1051 -0.006 -0.011 0.004 -0.085
C 1.7436 5.1712 -2.3698 0.000 0.004 -0.002 -0.035
N -1.0809 1.2554 -1.0419 0.312 0.251 -0.805 0.014
N -0.4889 0.1537 -1.0938 -0.492 0.095 0.651 0.020
C -1.1839 -0.8612 -1.8332 0.074 0.054 -0.115 -0.259
C -2.3088 -0.5957 -2.6114 -0.024 0.022 0.074 -0.023
C -2.8901 -1.6289 -3.3219 -0.002 -0.008 -0.013 -0.065
C -2.3532 -2.9119 -3.2644 0.005 0.000 -0.009 -0.062
C -1.2215 -3.1635 -2.5040 -0.009 -0.001 -0.011 -0.059
C -0.6294 -2.1313 -1.7949 0.049 0.073 0.071 -0.036
H -0.0854 2.4277 -2.8661 -0.021 -0.005 -0.012 0.128
H 0.6149 3.2656 -4.9398 -0.001 0.000 0.001 0.107
H 1.8838 4.9375 -6.2217 0.001 0.002 0.001 0.105
H 3.0727 6.7707 -5.0525 0.000 0.000 0.001 0.101
H 2.9697 6.9039 -2.5836 0.000 0.000 0.000 0.105
H 1.6966 5.2311 -1.2926 -0.002 -0.001 0.003 0.099
H -2.7094 0.4073 -2.6535 -0.013 -0.013 -0.009 0.106
H -3.7605 -1.4363 -3.9346 -0.004 0.003 0.006 0.110
H -2.8138 -3.7124 -3.8278 -0.002 -0.001 0.003 0.111
H -0.7991 -4.1589 -2.4725 0.009 0.004 0.001 0.109
H 0.2558 -2.2827 -1.1956 0.026 -0.052 0.001 0.081
O -0.4632 -2.1441 1.3072 0.078 -0.025 0.066 -0.631
S 0.4940 -2.3761 2.4891 -0.083 -0.056 -0.066 1.010
C 1.3511 -3.8814 2.0935 0.031 -0.026 -0.010 -0.381
C 1.2209 -4.4774 0.8514 -0.045 -0.003 -0.025 -0.065
C 1.9278 -5.6433 0.5940 0.014 -0.009 0.025 -0.056
C 2.7452 -6.1931 1.5712 -0.002 -0.006 -0.014 -0.060
C 2.8526 -5.5908 2.8184 -0.008 0.001 0.007 -0.059
C 2.1450 -4.4317 3.0906 0.020 0.007 -0.016 -0.075
C 1.7909 -1.1757 2.2613 0.026 -0.046 -0.012 -0.424
C 2.1701 -0.4172 3.3587 -0.030 0.003 -0.011 -0.090
C 3.0992 0.5984 3.1819 0.008 0.014 0.000 -0.056
C 3.6180 0.8498 1.9205 0.005 0.004 0.019 -0.051
C 3.2307 0.0804 0.8285 -0.018 -0.016 -0.007 -0.052
C 2.3167 -0.9450 0.9945 0.030 0.018 0.009 -0.081
H 0.5580 -4.0498 0.1128 -0.020 0.034 0.004 0.088
H 1.8355 -6.1253 -0.3700 0.001 -0.002 0.000 0.112
H 3.2934 -7.1024 1.3648 0.002 0.001 0.001 0.112
H 3.4799 -6.0295 3.5823 0.000 -0.001 0.000 0.114
H 2.2128 -3.9608 4.0643 0.007 0.003 0.000 0.116
H 1.7289 -0.6027 4.3305 0.002 -0.003 0.003 0.114
H 3.4024 1.2035 4.0253 0.000 0.000 -0.001 0.115
H 4.3286 1.6536 1.7827 0.000 0.000 0.003 0.115
H 3.6402 0.2838 -0.1519 0.003 0.000 0.002 0.117
H 2.0048 -1.5494 0.1525 -0.007 -0.014 0.008 0.104
S -1.6284 0.0634 3.3539 -0.121 0.049 0.199 0.642
C -3.2233 0.6210 2.9462 0.072 -0.043 -0.033 -0.759
N -3.5803 1.8841 2.7796 -0.068 0.006 -0.050 0.041
C -4.9580 1.9803 2.2876 0.005 -0.026 -0.001 -0.099
C -5.5131 0.5900 2.6471 -0.009 0.017 -0.004 -0.101
N -4.2750 -0.1764 2.8150 0.012 -0.024 0.094 0.052
H -2.8773 2.5867 2.6027 0.085 0.038 -0.032 0.086
H -4.9556 2.1497 1.2095 -0.003 0.005 -0.002 0.128
H -5.4947 2.7875 2.7776 -0.007 -0.002 -0.004 0.126
H -6.1308 0.1715 1.8571 -0.005 -0.011 0.011 0.124
H -6.0798 0.6014 3.5788 0.009 0.012 0.006 0.127
H -4.2245 -1.1498 3.0659 -0.008 -0.013 -0.043 0.152
```
Forces are in eV/Å.

Results
2S+1 = 1
Highest occupied orbital energy = -9.5 eV
Total energy = -2809.137416 hartree
Total charge = +1
Kohn-Sham gap = 5.7 eV
Energy above the lowest of the compared OMol25 structures with the same formula, charge and spin = 16.6 kcal per mole